(1)
73
Properties=species:S:1:pos:R:3:forces:R:3 method="wB97M-V/def2-TZVPD" total_energy_ha=-5693.0727 charge=-2 s2=0.786 largest_force_ev_per_a=1.01 e_above_lowest_ev=2.193 gap_ev="5.1 / 4.1" multiplicity=2
Fe -0.516 -0.918 0.089 -0.09 -0.91 -0.45
C -0.949 -3.540 3.625 -0.07 0.06 -0.11
C 0.349 -3.693 4.100 0.14 -0.01 0.06
C 1.388 -3.240 3.319 0.08 -0.11 0.10
C 1.140 -2.631 2.079 0.45 0.08 -0.16
N -0.117 -2.445 1.637 -0.43 0.39 -0.01
C -1.116 -2.919 2.403 0.07 -0.11 -0.01
N 2.282 -2.214 1.395 -0.29 -0.18 0.84
C 2.234 -1.813 0.182 0.37 0.17 -0.61
N 1.173 -1.776 -0.671 0.11 0.54 0.10
C 1.604 -1.358 -1.887 0.53 -0.11 0.30
N 0.936 -1.229 -2.975 -0.79 0.21 -0.51
C -0.450 -1.445 -3.013 0.56 0.13 -0.02
C -1.018 -1.460 -4.293 -0.06 -0.07 -0.19
C -2.378 -1.625 -4.452 0.15 0.03 -0.12
C -3.168 -1.793 -3.325 0.00 0.00 0.14
C -2.534 -1.767 -2.097 0.03 -0.06 -0.07
N -1.219 -1.578 -1.923 -0.38 0.10 0.54
C 3.075 -1.047 -1.822 -0.52 -0.08 -0.24
C 3.951 -0.519 -2.745 0.12 0.08 -0.09
C 5.254 -0.261 -2.319 -0.13 -0.03 -0.05
C 5.645 -0.531 -1.011 -0.07 -0.06 0.09
C 4.745 -1.071 -0.092 0.19 0.05 0.05
C 3.464 -1.318 -0.528 -0.33 -0.24 0.37
H -1.810 -3.883 4.186 0.01 0.02 -0.04
H 0.540 -4.155 5.062 0.01 0.00 -0.02
H 2.422 -3.324 3.627 -0.06 0.00 0.00
H -2.110 -2.788 1.997 -0.02 0.00 -0.01
H -0.351 -1.322 -5.134 -0.04 0.00 0.02
H -2.821 -1.619 -5.442 0.02 0.01 0.00
H -4.241 -1.920 -3.385 0.03 0.01 0.03
H -3.106 -1.904 -1.190 0.00 -0.02 0.00
H 3.618 -0.286 -3.749 0.02 -0.01 0.02
H 5.967 0.179 -3.007 -0.01 0.00 0.00
H 6.653 -0.293 -0.697 0.00 0.02 0.02
H 5.020 -1.258 0.939 0.01 0.03 -0.03
S -7.441 0.901 -2.509 0.04 -0.07 -0.06
C -5.967 0.839 -1.732 -0.12 0.21 0.12
S -5.646 -0.148 -0.380 0.00 -0.16 0.16
C -3.996 0.343 -0.079 -0.09 0.05 -0.12
C -3.452 1.275 -0.920 0.02 -0.16 0.12
S -1.870 1.889 -0.974 -0.39 -0.03 0.02
S -4.621 1.825 -2.120 0.11 0.14 -0.27
S -3.112 -0.604 1.103 0.70 0.24 -0.22
O 4.877 2.520 1.272 0.08 0.04 0.07
S 3.525 3.024 1.162 -0.09 -0.15 -0.16
O 3.296 4.345 1.703 0.08 0.07 0.11
N 2.445 1.957 1.671 -0.28 -0.17 -0.18
C 1.642 1.533 0.674 0.43 0.17 0.13
O 0.767 0.672 0.769 -0.26 -0.06 0.44
C 1.940 2.199 -0.649 0.00 0.01 0.06
C 1.262 2.065 -1.845 0.07 -0.09 -0.14
C 1.736 2.771 -2.946 0.04 -0.01 0.03
C 2.858 3.592 -2.839 -0.01 -0.01 0.03
C 3.522 3.740 -1.624 -0.05 -0.05 -0.02
C 3.032 3.032 -0.544 0.04 0.13 -0.14
H 0.383 1.436 -1.909 0.14 -0.02 -0.06
H 1.225 2.677 -3.897 0.01 0.02 0.03
H 3.213 4.131 -3.712 -0.01 -0.02 0.02
H 4.385 4.387 -1.525 -0.01 0.00 0.00
C -4.127 0.166 4.046 -0.14 -0.04 0.18
Si -2.877 0.776 2.791 -0.39 -0.21 -0.02
C -1.185 0.604 3.476 0.36 -0.08 0.11
C -3.351 2.492 2.297 -0.03 0.22 -0.11
H -4.034 0.703 4.999 -0.02 -0.03 -0.08
H -3.996 -0.902 4.241 -0.01 0.06 0.00
H -5.138 0.321 3.658 0.01 -0.05 0.06
H -1.093 1.177 4.406 -0.01 -0.04 -0.06
H -0.439 0.957 2.763 0.11 -0.01 -0.02
H -0.957 -0.445 3.692 0.01 0.07 0.02
H -3.443 3.110 3.197 0.01 -0.01 -0.05
H -4.312 2.484 1.775 0.05 0.04 0.04
H -2.605 2.923 1.629 -0.04 0.01 0.00


(2)
66
Properties=species:S:1:pos:R:3:forces:R:3 method="wB97M-V/def2-TZVPD" total_energy_ha=-6813.1320 charge=+3 largest_force_ev_per_a=0.61 e_above_lowest_ev=0.000 gap_ev=7.2
Zr -1.090 0.306 -0.125 0.03 -0.56 -0.24
C -3.979 0.873 3.122 0.01 -0.03 -0.03
C -3.140 0.312 4.081 -0.01 0.02 0.00
C -2.272 -0.722 3.747 -0.01 -0.01 0.01
C -2.246 -1.212 2.449 0.06 0.05 0.00
C -3.072 -0.633 1.473 0.06 0.04 -0.14
C -3.952 0.400 1.822 0.01 0.02 0.01
H -4.678 1.650 3.400 0.01 0.01 0.01
H -3.182 0.667 5.103 0.00 0.00 0.01
H -1.656 -1.179 4.510 0.01 -0.01 0.00
H -1.638 -2.076 2.221 -0.01 -0.01 0.00
H -3.219 -1.128 0.503 0.03 -0.06 0.03
H -4.644 0.799 1.091 -0.01 -0.01 0.01
Se -2.332 3.571 -1.340 -0.01 -0.19 0.04
Se -3.397 1.481 -1.500 0.02 0.13 0.10
C -2.350 0.536 -2.821 -0.12 0.33 -0.01
C -2.459 0.786 -4.171 0.06 -0.21 0.00
C -1.720 -0.026 -5.026 0.01 0.00 -0.01
C -0.925 -1.033 -4.492 0.00 -0.02 0.03
C -0.861 -1.193 -3.122 -0.04 0.00 0.00
N -1.569 -0.412 -2.285 0.06 0.15 0.15
C -1.670 3.414 0.463 0.00 0.20 -0.07
C -1.465 4.628 1.096 -0.04 -0.05 0.06
C -0.955 4.632 2.384 0.01 0.02 0.00
C -0.705 3.422 3.018 -0.06 -0.08 -0.02
C -0.943 2.258 2.326 0.07 0.02 0.03
N -1.395 2.238 1.051 0.08 0.03 -0.19
H -3.110 1.563 -4.545 -0.01 0.00 0.00
H -1.774 0.118 -6.097 0.00 0.01 0.00
H -0.354 -1.690 -5.133 0.00 0.00 -0.01
H -0.243 -1.956 -2.668 0.01 0.00 -0.02
H -1.713 5.557 0.598 -0.01 -0.01 -0.01
H -0.772 5.571 2.891 0.00 0.00 0.00
H -0.328 3.378 4.029 0.00 0.02 0.01
H -0.746 1.294 2.777 0.02 0.02 -0.01
O 1.692 2.752 0.261 -0.01 0.04 0.02
S 1.471 1.482 -0.330 0.04 -0.21 -0.10
O 0.259 1.432 -1.281 -0.04 0.29 0.27
N 0.904 0.358 0.705 -0.13 -0.07 -0.27
C 1.597 -0.865 0.931 -0.01 0.04 0.06
C 2.854 -0.984 1.455 -0.04 -0.08 0.07
C 3.438 -2.263 1.607 0.00 0.02 0.01
C 2.757 -3.394 1.260 -0.01 0.00 0.00
C 1.447 -3.298 0.726 -0.01 0.05 0.01
C 0.668 -4.409 0.353 0.02 -0.01 0.01
C -0.594 -4.224 -0.168 -0.03 0.05 -0.01
C -1.076 -2.928 -0.323 0.03 -0.04 0.02
N -0.376 -1.843 0.021 -0.06 0.07 0.05
C 0.879 -2.019 0.552 0.08 -0.02 0.11
C 2.858 0.905 -1.187 0.03 0.03 -0.01
C 2.746 -0.167 -2.071 -0.06 -0.04 0.00
C 3.886 -0.632 -2.695 -0.01 0.02 0.01
C 5.115 -0.030 -2.430 -0.01 0.01 0.01
C 5.210 1.040 -1.552 0.02 -0.02 -0.02
C 4.076 1.521 -0.916 0.03 0.06 0.01
H 3.404 -0.104 1.766 -0.01 0.02 -0.01
H 4.434 -2.336 2.022 0.00 -0.01 0.00
H 3.200 -4.372 1.394 0.01 0.00 0.00
H 1.071 -5.407 0.478 -0.01 -0.01 0.00
H -1.214 -5.060 -0.458 0.00 -0.01 0.00
H -2.062 -2.762 -0.742 0.00 -0.02 -0.01
H 1.780 -0.609 -2.279 0.00 -0.01 0.00
H 3.827 -1.453 -3.396 0.00 0.00 0.00
H 6.007 -0.395 -2.924 0.00 -0.01 -0.01
H 6.168 1.506 -1.369 -0.01 0.02 0.02
H 4.133 2.364 -0.241 -0.02 0.00 0.01


(3)
67
Properties=species:S:1:pos:R:3:forces:R:3 method="wB97M-V/def2-TZVPD" total_energy_ha=-2881.6445 charge=+2 s2=2.018 largest_force_ev_per_a=0.49 e_above_lowest_ev=0.551 gap_ev="6.7 / 6.8" multiplicity=3
W -0.280 0.297 0.380 0.27 -0.08 0.14
C -0.514 0.563 4.050 0.03 0.04 -0.03
C -1.629 0.702 3.230 -0.08 -0.04 0.06
C -1.609 1.581 2.145 0.09 0.10 -0.01
C -0.430 2.300 1.857 -0.21 -0.20 -0.06
C 0.717 2.068 2.629 0.09 0.05 -0.04
C 0.661 1.233 3.740 -0.04 -0.03 0.04
H -0.560 -0.072 4.925 -0.02 0.00 0.00
H -2.542 0.166 3.461 0.01 0.00 -0.01
H -2.516 1.795 1.595 -0.03 0.00 0.05
H -0.440 3.078 1.106 0.01 0.03 0.04
H 1.624 2.614 2.404 0.00 -0.01 -0.01
H 1.534 1.114 4.369 0.01 0.02 -0.02
S -2.196 2.734 -2.990 -0.01 -0.02 0.01
C -3.519 1.945 -2.189 0.11 0.02 0.00
C -4.861 1.971 -2.550 -0.05 0.00 -0.01
C -5.755 1.275 -1.762 0.03 0.02 -0.03
C -5.313 0.574 -0.637 0.01 0.00 0.01
C -3.978 0.547 -0.283 0.02 -0.04 0.06
C -3.060 1.239 -1.075 -0.09 -0.03 0.02
N -1.671 1.342 -0.901 0.05 0.02 -0.03
C -1.123 2.104 -1.834 -0.03 0.03 -0.06
C 0.298 2.378 -1.741 -0.06 -0.05 0.02
C 0.956 3.256 -2.597 -0.02 -0.02 0.02
C 2.282 3.569 -2.360 0.02 0.01 0.00
C 2.919 3.027 -1.251 -0.03 0.02 -0.05
C 2.253 2.137 -0.414 0.04 -0.05 0.08
C 0.929 1.758 -0.646 0.13 0.17 -0.05
H -5.191 2.523 -3.419 -0.01 -0.01 0.00
H -6.806 1.276 -2.016 0.00 0.00 0.00
H -6.032 0.041 -0.029 0.01 0.00 0.00
H -3.660 -0.012 0.585 -0.01 0.01 -0.02
H 0.430 3.708 -3.430 0.01 0.01 0.00
H 2.806 4.255 -3.011 0.00 -0.01 0.00
H 3.941 3.307 -1.029 0.00 -0.01 0.01
H 2.788 1.781 0.457 0.00 0.00 -0.02
O -1.630 -1.143 0.341 -0.22 0.36 -0.25
N -2.004 -2.348 -0.047 0.18 -0.32 0.22
C -2.207 -2.563 -1.297 0.03 0.28 -0.10
C -2.038 -1.585 -2.344 0.04 0.04 0.10
N -1.855 -0.808 -3.168 -0.04 -0.03 -0.05
C -2.593 -3.891 -1.679 0.01 -0.09 0.03
N -2.840 -4.960 -2.016 -0.02 0.00 -0.02
S 0.909 -3.041 3.453 0.00 0.02 0.03
C 0.084 -1.976 2.429 0.03 -0.11 0.01
N 0.813 -1.159 1.704 -0.02 0.00 -0.03
C 2.176 -1.395 1.948 0.11 0.06 -0.02
C 3.259 -0.778 1.319 -0.04 0.00 0.00
C 4.538 -1.137 1.688 -0.02 0.00 0.00
C 4.763 -2.108 2.672 0.01 0.01 -0.01
C 3.707 -2.747 3.284 0.01 -0.07 0.05
C 2.416 -2.383 2.908 -0.12 0.05 -0.09
H -0.993 -1.992 2.378 0.00 0.00 -0.01
H 3.099 -0.055 0.536 0.00 0.02 0.01
H 5.384 -0.666 1.206 0.00 0.00 0.00
H 5.776 -2.367 2.945 0.00 -0.01 0.01
H 3.872 -3.512 4.031 0.01 0.01 0.00
C 1.659 -1.362 -3.422 0.08 0.02 0.03
S 1.822 -1.478 -1.651 0.00 0.08 -0.11
C 1.530 -3.224 -1.423 0.06 0.02 -0.01
O 0.511 -0.819 -1.171 -0.31 -0.36 0.03
H 0.694 -1.757 -3.731 -0.01 -0.01 0.03
H 2.483 -1.923 -3.865 -0.01 0.01 0.00
H 1.745 -0.309 -3.682 0.01 0.00 0.01
H 2.414 -3.752 -1.781 -0.02 0.00 0.00
H 0.645 -3.535 -1.976 -0.01 0.03 0.00
H 1.408 -3.400 -0.355 0.02 0.02 0.00


(4)
66
Properties=species:S:1:pos:R:3:forces:R:3 method="wB97M-V/def2-TZVPD" total_energy_ha=-1925.7502 charge=+2 s2=6.034 largest_force_ev_per_a=3.73 gap_ev="8.0 / 3.6" multiplicity=5
Ru 0.666 0.225 -0.045 -1.20 -1.44 -0.96
C -0.779 1.682 -2.962 0.41 -1.26 -1.02
C -0.404 2.560 -1.810 0.30 0.51 1.18
C -0.945 3.857 -1.770 0.57 -0.01 0.29
C -0.514 4.821 -0.888 1.53 0.20 1.60
C 0.522 4.439 0.064 -1.05 0.96 -1.58
C 0.943 3.134 0.013 0.06 -1.22 0.70
N 0.458 2.177 -0.819 -1.00 1.59 -1.65
Sb 2.402 2.520 1.494 0.41 0.28 1.91
C 3.453 0.872 0.627 -0.41 -0.09 -0.78
C 4.775 0.586 0.910 0.25 0.55 0.70
C 5.406 -0.350 0.091 0.47 -0.03 -0.24
C 4.776 -0.721 -1.095 0.02 0.16 0.14
C 3.470 -0.328 -1.397 0.15 0.08 1.62
C 2.840 -0.563 -2.720 0.82 -1.31 -1.21
N 2.780 0.312 -0.409 0.84 0.47 -0.83
C 1.276 1.112 2.829 0.26 0.78 -0.16
C 1.495 1.148 4.216 -0.07 1.15 -0.69
C 0.934 0.154 4.990 0.85 -0.12 1.38
C 0.009 -0.670 4.413 -0.49 -0.70 -1.26
C -0.344 -0.540 3.049 0.87 0.65 -0.35
C -1.595 -1.147 2.480 -0.71 -0.59 0.42
N 0.429 0.263 2.222 -0.97 -0.39 1.69
H -0.579 2.246 -3.902 -0.01 -0.36 0.60
H -0.206 0.699 -3.035 -0.58 1.33 0.33
H -1.854 1.423 -3.031 0.44 0.25 0.31
H -1.692 4.122 -2.473 -0.50 0.13 -0.75
H -0.878 5.876 -0.923 0.22 -1.16 0.05
H 1.019 5.174 0.721 -0.51 -0.52 -0.38
H 5.276 1.152 1.735 -0.35 -0.87 -0.81
H 6.432 -0.727 0.277 -0.79 0.44 0.00
H 5.351 -1.288 -1.807 -0.05 -0.17 -0.24
H 3.697 -0.933 -3.398 -1.59 0.64 0.75
H 2.066 -1.369 -2.690 0.59 0.62 0.04
H 2.391 0.350 -3.142 0.25 -0.29 0.21
H 1.980 2.024 4.672 0.27 -0.72 -0.32
H 1.229 -0.018 6.067 -0.47 0.49 -1.33
H -0.383 -1.466 5.024 -0.59 -0.06 -0.12
H -2.009 -1.894 3.193 0.31 0.39 -0.52
H -2.376 -0.371 2.377 0.42 -0.10 0.23
H -1.520 -1.616 1.488 0.41 0.05 0.39
O -2.292 -0.667 -1.371 -2.29 2.49 1.24
B -1.442 0.102 -0.531 0.81 0.63 0.86
O -2.260 1.147 0.246 -2.14 -1.63 -2.00
C -3.530 0.916 -0.196 1.53 0.80 1.73
C -4.728 1.425 0.316 -0.09 1.42 0.89
C -5.926 1.058 -0.244 1.10 0.47 0.60
C -5.888 0.136 -1.320 -2.12 0.05 -0.49
C -4.763 -0.461 -1.774 1.78 -1.40 -0.92
C -3.579 -0.073 -1.170 1.87 -2.73 -1.73
H -4.606 2.151 1.124 -0.45 -0.21 -0.18
H -6.883 1.444 0.098 0.30 -0.02 0.01
H -6.855 -0.078 -1.779 0.36 -0.21 0.02
H -4.735 -1.267 -2.534 -0.22 0.76 0.52
N 1.007 -7.089 -0.576 -0.23 0.61 0.18
C 0.772 -5.962 -0.497 0.12 -1.68 -0.61
C 0.573 -4.569 -0.471 0.65 1.86 -0.22
C 0.112 -3.823 -1.575 0.04 0.36 1.26
C 0.016 -2.435 -1.524 0.54 -0.15 0.58
C 0.492 -1.754 -0.364 -0.67 -0.32 -0.67
C 0.997 -2.501 0.695 0.63 0.05 0.68
C 1.091 -3.872 0.618 -0.10 -0.83 0.40
H -0.170 -4.353 -2.432 -0.50 -0.61 -1.21
H -0.373 -1.901 -2.403 0.23 -0.25 0.57
H 1.390 -2.050 1.625 -0.24 -0.04 -0.74
H 1.585 -4.449 1.404 -0.28 0.26 -0.08